<A>
Here is a cluster of 2 separate species, C5H12N2 in total from the Open Molecules 2025 dataset. Energies are from ωB97M-V with the def2-TZVPD basis set.

Calculated values
**Total charge**: 0
**E_LUMO**: 0.76 eV

Last column: natural (NBO) charge in e.
Geometry (Å):
H: -0.7644 -1.6739 1.7643  0.249
C: -0.6383 -1.6501 0.6782  -0.520
C: 1.2212 1.6287 0.7640  -0.630
C: 1.2392 1.5078 -0.7644  -0.211
C: -1.1118 -2.9642 0.0556  -0.586
H: 2.2060 1.8580 -1.1381  0.183
H: -0.7096 1.8975 -1.2057  0.374
N: -1.9979 0.3469 -0.2361  -0.355
N: 0.2072 2.2574 -1.4508  -0.838
H: -2.1676 -3.1397 0.2764  0.218
H: 1.4097 2.6602 1.0592  0.203
H: 0.4173 -1.4829 0.4573  0.249
H: 0.2524 1.3338 1.1611  0.202
C: -1.3931 -0.5354 0.1673  0.310
H: -0.9855 -2.9440 -1.0243  0.219
H: -0.5411 -3.7935 0.4547  0.217
H: 1.1261 0.4595 -1.0555  0.172
H: 1.9919 1.0019 1.2077  0.200
H: 0.2384 3.2323 -1.1711  0.344

---

<B>
Here is the molecule C5H12N2 from the Open Molecules 2025 dataset. Energies are from ωB97M-V with the def2-TZVPD basis set.

Calculated values
**Total charge**: 0
**E_LUMO**: 1.13 eV

Last column: natural (NBO) charge in e.
Geometry (Å):
N: 0.7000 1.8388 0.2554  -0.796
N: 0.2957 -1.2604 1.5324  -0.393
H: -0.2664 2.0922 0.3719  0.330
H: -1.8490 -0.9420 1.2727  0.169
H: -1.6071 0.3747 -0.7503  0.193
C: -0.8537 -0.4833 1.1841  -0.259
H: 1.4260 1.7905 -2.1749  0.202
H: -0.6455 -1.1087 -0.9029  0.209
C: 0.5316 0.6240 -0.5917  -0.063
H: -0.9650 0.5145 1.6098  0.206
C: -0.7412 -0.1771 -0.3664  -0.392
H: 1.0917 0.0812 -2.6879  0.213
H: 0.8836 2.5916 -0.4117  0.344
H: -0.2071 1.2435 -2.5326  0.189
H: 0.9151 -3.0842 2.1043  0.180
C: 0.1010 -2.3661 2.1116  -0.054
H: -0.8987 -2.5802 2.5033  0.143
C: 0.7560 0.9332 -2.1003  -0.615
H: 1.3329 -0.0821 -0.4267  0.193

---

Which of them is most stable, and which least? Most stable: <A>; least stable: <B>.

---

<A>
Here is the molecule C4H7NO from the Open Molecules 2025 dataset. Energies are from ωB97M-V with the def2-TZVPD basis set.

Calculated values
**Total charge**: 0
**E_LUMO**: 0.90 eV

Last column: natural (NBO) charge in e.
Geometry (Å):
H: 0.5334 -1.4336 -0.9404  0.214
C: 1.1068 -1.0254 -0.1072  -0.633
H: 2.1188 -0.8552 -0.4490  0.223
H: 1.0646 -1.8119 0.7410  0.209
C: -1.9146 -0.3173 0.3404  0.566
H: 0.2763 2.5071 -0.4881  0.219
H: -1.9158 -1.0133 1.2725  0.146
C: 0.7337 0.3856 0.4247  -0.095
N: -0.6059 0.9015 0.7162  -0.463
H: -0.3954 0.8946 -1.4830  0.211
C: 0.0995 1.3665 -0.5375  -0.299
H: 1.5206 0.6964 1.1306  0.200
O: -2.6220 -0.2951 -0.6203  -0.499

---

<B>
Here is a cluster of 2 separate species, C4H7NO in total from the Open Molecules 2025 dataset. Energies are from ωB97M-V with the def2-TZVPD basis set.

Calculated values
**Total charge**: 0
**E_LUMO**: 0.84 eV

Last column: natural (NBO) charge in e.
Geometry (Å):
H: 2.7996 0.8050 -0.3568  0.170
H: -2.7103 0.5013 1.2582  0.210
H: -2.8607 0.8233 -0.4777  0.217
C: -0.9215 0.0723 0.1045  -0.556
C: 2.5782 -0.1674 0.0863  -0.048
H: -2.8700 -0.8432 0.1111  0.215
H: 2.8806 -0.3109 1.1288  0.149
N: 1.9922 -1.0351 -0.6278  -0.595
H: 1.8327 -1.8981 -0.1047  0.330
O: 0.2989 1.6895 -1.3333  -0.475
H: -0.3416 -0.6910 0.6094  0.252
C: -2.4218 0.1455 0.2615  -0.600
C: -0.2563 0.9089 -0.6596  0.730

---

Which of them is most stable, and which least? Most stable: <B>; least stable: <A>.

---

<A>
Here is the molecule C4H7NO from the Open Molecules 2025 dataset. Energies are from ωB97M-V with the def2-TZVPD basis set.

Calculated values
**Total charge**: 0
**E_LUMO**: 1.05 eV

Last column: natural (NBO) charge in e.
Geometry (Å):
N: -0.8035 -0.4901 0.8626  -0.499
H: 0.8991 -1.0477 2.0692  0.214
H: -2.3229 -0.6571 -1.2838  0.242
C: -1.3911 -0.1106 -1.4117  -0.658
C: -0.7978 0.3185 -0.1226  0.569
H: -0.6092 -0.8520 -1.6540  0.230
H: -1.4027 0.6233 -2.2125  0.226
H: 1.2068 1.4796 1.5773  0.181
H: 0.9427 -1.2966 0.3021  0.172
H: 2.1819 0.7157 0.2784  0.195
C: 0.6305 -0.6067 1.1126  -0.269
O: 0.2660 1.1639 -0.2695  -0.504
C: 1.2001 0.7598 0.7520  -0.100

---

<B>
Here is the molecule C4H7NO from the Open Molecules 2025 dataset. Energies are from ωB97M-V with the def2-TZVPD basis set.

Calculated values
**Total charge**: 0
**E_LUMO (alpha / beta)**: 0.36 / 0.32 eV

Last column: natural (NBO) charge in e.
Geometry (Å):
C: -0.6106 -0.1480 -0.7001  0.729
O: -0.7919 -0.7641 -1.7104  -0.512
H: 1.7095 0.0868 1.7745  0.192
H: 0.0296 0.9121 1.6073  0.190
H: -1.2194 1.7671 0.0914  0.242
C: 1.6017 -1.0067 -0.6309  -0.304
H: -2.0211 0.3703 0.8324  0.249
H: 2.5639 -1.1323 -0.1561  0.186
H: 1.3321 -1.4808 -1.5575  0.217
C: 0.7860 0.2453 1.2377  -0.359
C: -1.6389 0.7787 -0.1075  -0.731
H: -2.4554 0.8599 -0.8254  0.250
N: 0.6800 -0.2996 0.0169  -0.349

---

<C>
Here is a cluster of 3 separate species, C4H7NO in total from the Open Molecules 2025 dataset. Energies are from ωB97M-V with the def2-TZVPD basis set.

Calculated values
**Total charge**: 0
**E_LUMO**: 0.29 eV

Last column: natural (NBO) charge in e.
Geometry (Å):
H: -2.3137 0.4266 -1.5933  0.240
C: -1.5659 0.3003 -0.8201  -0.340
C: -1.6069 -1.0088 -0.2259  0.254
O: 1.8577 -0.4622 -0.2949  -0.518
H: 0.9662 -1.2767 1.3370  0.119
N: -1.8050 -2.0608 0.2143  -0.314
H: 0.0098 1.2633 0.2620  0.224
H: 1.1694 -2.3525 -0.1882  0.129
H: -0.9759 2.2906 -0.9242  0.209
C: 1.3285 -1.3737 0.2936  0.276
H: 2.0570 1.1668 1.0861  0.035
H: 1.6731 1.7622 1.3155  -0.042
C: -0.7942 1.3248 -0.4620  -0.273

---

<D>
Here is the molecule C4H7NO from the Open Molecules 2025 dataset. Energies are from ωB97M-V with the def2-TZVPD basis set.

Calculated values
**Total charge**: 0
**E_LUMO**: 0.83 eV

Last column: natural (NBO) charge in e.
Geometry (Å):
C: 0.2932 -0.6475 -0.5685  -0.145
C: -1.0757 0.5711 0.5796  -0.265
C: 0.1163 0.5778 -1.3681  -0.269
H: -2.0115 0.3248 1.1024  0.204
N: -1.0935 0.0380 -0.8011  -0.353
O: 1.3728 -0.6252 1.6339  -0.704
C: 0.1663 -0.5149 0.9019  0.084
H: 0.4622 1.5480 -1.0239  0.190
H: -0.4708 -1.2685 1.3554  0.175
H: 0.1685 0.4126 -2.4397  0.215
H: 2.1298 -0.4791 1.0476  0.471
H: 0.7757 -1.5159 -1.0310  0.209
H: -0.9397 1.6629 0.6054  0.190

---

Which of them is most stable, and which least? Most stable: <A>; least stable: <D>.

---

<A>
Here is the molecule C4H7NO from the Open Molecules 2025 dataset. Energies are from ωB97M-V with the def2-TZVPD basis set.

Calculated values
**Total charge**: 0
**E_LUMO**: 0.94 eV

Last column: natural (NBO) charge in e.
Geometry (Å):
H: 0.4862 -1.4705 -0.5687  0.221
H: -1.2429 0.0048 -1.0906  0.131
H: -1.3570 -1.8170 0.9370  0.114
N: 0.3255 1.4030 -0.8588  -0.371
C: 1.0812 0.5567 0.0402  -0.256
H: 1.1365 1.1161 0.9810  0.226
C: -0.8050 -0.8523 1.0015  0.429
O: -1.2212 0.0682 1.6600  -0.524
C: 0.5298 -0.8351 0.3169  -0.551
H: 1.2047 -1.3391 1.0132  0.252
H: -1.4272 1.6724 -1.8388  0.177
C: -0.8112 1.0090 -1.2461  -0.057
H: 2.1007 0.4837 -0.3468  0.210

---

<B>
Here is a structure of composition C4H7NO from the Open Molecules 2025 dataset. Energies are from ωB97M-V with the def2-TZVPD basis set.

Calculated values
**Total charge**: 0
**E_LUMO**: 0.27 eV

Last column: natural (NBO) charge in e.
Geometry (Å):
H: 0.0727 -1.2790 -0.4983  0.217
C: 1.8120 0.1027 0.2481  0.505
H: -2.2649 0.5795 0.1969  0.205
H: -1.3734 -0.4054 1.3735  0.208
O: 2.9791 0.4249 0.7272  -0.416
N: 2.2287 -1.0779 0.3486  -0.147
H: -2.2946 -1.1889 0.0823  0.218
C: -1.6632 -0.3274 0.3190  -0.604
H: 0.2290 1.4299 0.6258  0.247
C: -0.4311 -0.3063 -0.5770  -0.394
C: 0.5829 0.7911 -0.1943  -0.501
H: 0.8368 1.4625 -1.0235  0.252
H: -0.7138 -0.2057 -1.6282  0.212

---

<C>
Here is the molecule C4H7NO from the Open Molecules 2025 dataset. Energies are from ωB97M-V with the def2-TZVPD basis set.

Calculated values
**Total charge**: 0
**E_LUMO (alpha / beta)**: 0.40 / 0.17 eV

Last column: natural (NBO) charge in e.
Geometry (Å):
N: -1.0982 -0.6577 -2.8878  -0.308
H: -0.3687 0.9910 2.2711  0.215
H: 1.3461 1.2115 1.8626  0.218
C: 0.0892 0.7098 0.1837  -0.074
H: 0.7131 1.1568 -0.6050  0.177
H: 0.1618 2.4616 1.4255  0.218
O: 0.4438 -0.6638 0.3068  -0.474
C: -0.0363 -1.4885 -0.6533  0.020
H: 0.3452 -1.1475 -2.6939  0.370
C: 0.3220 1.3829 1.5189  -0.623
H: 0.3137 -2.5086 -0.5442  0.207
C: -0.4677 -1.0584 -1.9016  -0.129
H: -0.9595 0.7986 -0.1249  0.182

---

<D>
Here is the molecule C4H7NO from the Open Molecules 2025 dataset. Energies are from ωB97M-V with the def2-TZVPD basis set.

Calculated values
**Total charge**: 0
**E_LUMO**: 0.06 eV

Last column: natural (NBO) charge in e.
Geometry (Å):
H: 0.0018 -2.1065 0.0571  0.202
C: -0.1834 -1.1006 0.4490  -0.200
C: -0.5210 0.3929 -1.6781  0.549
H: 0.4714 -0.4824 2.5022  0.181
C: 0.3912 0.8694 0.7224  -0.217
H: -0.5895 1.4864 -1.7987  0.140
H: -1.2841 -0.9417 0.5358  0.150
H: 1.1044 1.6957 0.6058  0.194
H: 1.2351 -0.2758 -0.7304  0.444
C: 0.7384 -0.4165 1.4455  -0.641
H: -0.6389 1.2932 0.8346  0.140
O: -0.9883 -0.4124 -2.4279  -0.469
N: 0.2629 -0.0016 -0.5172  -0.476

---

Which of them is most stable, and which least? Most stable: <A>; least stable: <C>.